{"formula": "C22H30Cl2N12O2PPtS2", "method": "ωB97M-V with the def2-TZVPD basis set", "total_charge": 3, "spin_multiplicity": 5, "e_lumo_ev": [-7.28, -9.29], "s2": 6.065, "e_homo_ev": [-15.366, -16.601], "species": ["Pt", "N", "N", "C", "N", "N", "N", "O", "O", "H", "H", "H", "H", "H", "S", "C", "N", "C", "C", "S", "H", "H", "H", "H", "H", "C", "N", "C", "N", "C", "N", "C", "P", "C", "C", "H", "H", "H", "H", "H", "H", "H", "H", "H", "H", "H", "H", "H", "N", "C", "C", "C", "C", "C", "N", "C", "H", "H", "H", "H", "Cl", "C", "C", "C", "C", "C", "Cl", "C", "N", "H", "H", "H"], "coordinates": [[-0.25147, 0.46127, -0.41445], [-2.72665, 2.89796, -0.74136], [-3.79987, 2.31651, -0.07186], [-3.71986, 1.14124, 0.57166], [-4.81366, 0.74201, 1.20122], [-2.53500, 0.44832, 0.54439], [-2.38939, -0.70165, 1.21137], [-3.30304, -1.19104, 1.84855], [0.15170, -0.00017, 2.70017], [-2.57101, 3.82989, -0.37291], [-2.94189, 2.97338, -1.72944], [-4.69291, 2.79136, -0.06909], [-5.65126, 1.30444, 1.18867], [-4.81105, -0.14510, 1.68136], [2.13892, 0.62973, -1.56020], [2.71202, -0.75970, -2.32474], [3.76365, -0.74891, -3.11831], [4.30577, -2.03805, -3.55711], [3.14987, -3.02753, -3.44657], [2.06309, -2.35984, -2.13880], [4.26071, 0.11555, -3.28864], [5.14148, -2.31462, -2.91223], [4.66373, -1.95851, -4.58115], [3.48554, -4.02176, -3.16579], [2.56872, -3.08835, -4.36375], [0.50235, -2.95333, 3.94411], [0.74011, -3.37793, 2.48663], [2.25800, -3.34198, 2.23513], [2.76679, -2.04276, 2.48942], [2.51219, -1.64240, 3.87003], [1.08742, -1.68789, 4.18259], [0.30839, -0.51644, 4.07061], [0.57162, -0.76092, 1.36041], [-0.01188, -2.51970, 1.51477], [2.38202, -1.06588, 1.47770], [0.97221, -3.73155, 4.54847], [-0.57214, -2.94669, 4.11712], [0.41531, -4.34264, 2.38358], [2.41905, -3.64597, 1.20163], [2.69312, -4.07518, 2.91401], [2.89156, -0.63693, 4.03948], [3.04534, -2.33187, 4.52674], [0.76890, 0.30068, 4.62017], [-0.69834, -0.69789, 4.44143], [0.09669, -2.96947, 0.52410], [-1.06632, -2.53709, 1.78309], [2.89012, -0.11697, 1.65716], [2.71218, -1.42256, 0.49862], [-1.72170, 4.34794, 4.39397], [-1.10992, 4.24020, 3.42879], [-0.37980, 4.01953, 2.21140], [0.42835, 4.98768, 1.62173], [1.07724, 4.66361, 0.44233], [0.90561, 3.40247, -0.10109], [0.13468, 2.47283, 0.47683], [-0.49853, 2.77605, 1.60839], [0.53787, 5.96416, 2.07460], [1.71152, 5.37902, -0.06119], [1.38577, 3.13607, -1.03299], [-1.11495, 2.00876, 2.05070], [-2.05016, -1.51212, -2.14049], [-2.08203, -0.52121, -3.56194], [-2.70671, -0.94219, -4.70223], [-2.75266, -0.08721, -5.81095], [-2.19065, 1.18862, -5.77405], [-1.56526, 1.62336, -4.63192], [-0.87144, 3.18609, -4.51537], [-1.47440, 0.77627, -3.48184], [-0.88224, 1.15621, -2.38405], [-3.16932, -1.91881, -4.74034], [-3.24739, -0.42046, -6.71291], [-2.24666, 1.84006, -6.63534]]}